No. 1
{
  "formula": "C24H68AsF6O10",
  "method": "the ωB97M-V functional and the def2-TZVPD basis",
  "species": ["As", "F", "F", "F", "F", "F", "F", "O", "O", "O", "O", "O", "O", "O", "O", "O", "O", "C", "C", "C", "C", "C", "C", "C", "C", "C", "C", "C", "C", "C", "C", "C", "C", "C", "C", "C", "C", "C", "C", "C", "C", "H", "H", "H", "H", "H", "H", "H", "H", "H", "H", "H", "H", "H", "H", "H", "H", "H", "H", "H", "H", "H", "H", "H", "H", "H", "H", "H", "H", "H", "H", "H", "H", "H", "H", "H", "H", "H", "H", "H", "H", "H", "H", "H", "H", "H", "H", "H", "H", "H", "H", "H", "H", "H", "H", "H", "H", "H", "H", "H", "H", "H", "H", "H", "H", "H", "H", "H", "H"],
  "xyz": [[-0.48, -0.28, -0.50], [0.66, 0.58, 0.64], [-1.92, 0.03, 0.56], [-0.22, -1.82, 0.34], [0.98, -0.60, -1.61], [-1.54, -1.05, -1.76], [-0.79, 1.32, -1.25], [-3.63, -0.71, 2.31], [-2.14, -4.21, -3.10], [-2.85, -1.05, -3.89], [0.79, 4.70, -4.83], [-3.14, 3.17, -1.63], [0.44, -2.65, -3.12], [1.16, 0.47, 5.90], [2.67, -5.82, 2.47], [0.22, 5.74, 1.36], [3.35, -0.04, 0.91], [1.39, 3.85, -2.74], [1.17, 5.16, -3.54], [4.01, 0.16, -0.34], [0.10, 5.94, -2.86], [-4.24, 1.05, -1.82], [-0.95, 3.59, 1.00], [-4.10, 2.36, -0.99], [-3.92, -2.60, 0.79], [1.17, -3.79, -2.72], [1.40, 3.71, 2.05], [-2.38, -2.57, 2.84], [5.50, -0.21, -0.15], [2.19, -3.45, 2.32], [-5.39, 3.21, -0.94], [1.67, -4.60, -3.92], [1.43, -0.20, 3.61], [-0.73, 0.82, 4.50], [0.93, -5.20, 0.82], [2.36, -3.26, -1.84], [3.77, 1.64, -0.69], [0.40, 4.37, 1.08], [-3.70, -2.12, 2.25], [1.59, -4.90, 2.22], [0.47, -0.04, 4.74], [3.21, -5.30, 3.07], [-4.71, -2.07, 0.25], [1.74, 2.78, 1.60], [1.36, -2.76, 2.15], [1.59, 4.38, -5.27], [1.86, -2.75, -1.01], [-5.15, 4.01, -0.23], [-0.45, 1.84, 4.22], [-4.51, -2.58, 2.82], [2.64, -3.36, 3.30], [-4.51, 1.34, -2.84], [-2.76, -4.20, -2.36], [6.07, 0.42, 0.53], [-2.29, -1.12, -3.11], [-5.62, 3.69, -1.90], [-3.67, 2.14, -0.01], [3.00, -4.09, -1.55], [-0.55, 5.93, 0.81], [-2.90, -0.39, 1.77], [-1.31, 1.01, 5.40], [-1.55, -3.48, -2.93], [-4.00, -3.68, 0.68], [2.06, 5.74, -3.78], [1.90, 0.72, 3.28], [0.09, -1.02, 5.04], [0.71, -1.87, -2.62], [1.75, 4.16, -1.76], [-2.26, -3.64, 2.63], [-2.40, -2.34, 3.91], [-1.52, 4.13, 0.24], [2.72, 1.92, -0.67], [0.86, -5.16, 2.99], [-0.89, 2.57, 0.63], [0.45, 3.36, -2.52], [0.92, 4.30, 0.12], [2.41, -5.33, -3.59], [5.96, -0.16, -1.13], [2.20, -0.93, 3.90], [0.50, -4.41, -2.13], [0.81, -5.15, -4.31], [1.66, -5.04, 0.04], [-1.50, -2.07, 2.44], [2.28, 4.31, 2.26], [-1.55, 3.58, 1.91], [0.83, 3.42, 2.93], [3.53, -0.47, -1.09], [0.49, 0.48, 6.59], [-1.33, 0.48, 3.65], [0.92, -0.60, 2.73], [0.47, -6.19, 0.70], [-0.26, 6.71, -3.55], [-6.23, 2.57, -0.68], [2.97, -2.48, -2.29], [-2.34, 2.64, -1.63], [-3.05, -2.29, 0.22], [4.17, 1.86, -1.68], [-3.33, 0.46, -1.95], [-5.04, 0.39, -1.47], [2.05, 3.13, -3.23], [2.92, -3.25, 1.53], [0.57, 6.41, -2.00], [0.24, -4.50, 0.35], [2.43, 0.17, 0.78], [4.35, 2.33, -0.08], [-0.71, 5.27, -2.58], [2.17, -3.96, -4.64], [5.51, -1.21, 0.30], [-3.66, -1.49, -3.65]],
  "lowdin_charge": [1.066, -0.259, -0.262, -0.225, -0.252, -0.263, -0.263, -0.074, -0.042, -0.041, -0.064, 0.236, -0.079, -0.052, -0.065, -0.025, -0.074, -0.052, -0.486, -0.459, -0.056, 0.033, -0.036, -0.330, -0.048, -0.462, -0.024, -0.058, -0.038, -0.038, 0.004, -0.042, -0.050, -0.051, -0.044, -0.054, -0.057, -0.475, -0.466, -0.423, -0.486, 0.065, 0.067, 0.055, 0.047, 0.086, 0.046, 0.096, 0.065, 0.134, 0.075, 0.108, 0.022, 0.077, -0.047, 0.100, 0.184, 0.079, 0.073, 0.008, 0.083, -0.015, 0.080, 0.140, 0.081, 0.130, 0.009, 0.058, 0.084, 0.084, 0.053, 0.051, 0.120, 0.034, 0.060, 0.099, 0.074, 0.076, 0.082, 0.114, 0.078, 0.045, 0.056, 0.089, 0.090, 0.067, 0.105, 0.074, 0.067, 0.048, 0.076, 0.087, 0.099, 0.076, 0.102, 0.041, 0.072, 0.051, 0.114, 0.081, 0.082, 0.090, 0.052, 0.014, 0.082, 0.070, 0.083, 0.074, 0.035],
  "lumo_energy_ev": [-1.2, -7.1],
  "e_above_lowest_ev": 0.2383,
  "max_force_ev_per_a": 3.2,
  "homo_lumo_gap_ev": [8.44, 2.58],
  "energy_ha": -4542.4684,
  "spin_multiplicity": 2
}

No. 2
{
  "formula": "C24H69ClN10O13V",
  "method": "the ωB97M-V functional and the def2-TZVPD basis",
  "species": ["V", "Cl", "O", "O", "O", "O", "O", "O", "O", "O", "O", "O", "O", "O", "O", "N", "N", "N", "N", "N", "N", "N", "N", "N", "N", "C", "C", "C", "C", "C", "C", "C", "C", "C", "C", "C", "C", "C", "C", "C", "C", "C", "C", "C", "C", "C", "C", "C", "C", "H", "H", "H", "H", "H", "H", "H", "H", "H", "H", "H", "H", "H", "H", "H", "H", "H", "H", "H", "H", "H", "H", "H", "H", "H", "H", "H", "H", "H", "H", "H", "H", "H", "H", "H", "H", "H", "H", "H", "H", "H", "H", "H", "H", "H", "H", "H", "H", "H", "H", "H", "H", "H", "H", "H", "H", "H", "H", "H", "H", "H", "H", "H", "H", "H", "H", "H", "H", "H"],
  "xyz": [[13.53, -21.32, -16.67], [14.86, -20.56, -18.61], [18.53, -21.58, -24.08], [15.66, -24.95, -22.65], [20.33, -18.35, -16.32], [12.35, -22.20, -17.31], [13.68, -18.47, -22.85], [12.12, -19.63, -16.77], [14.38, -17.10, -16.53], [12.34, -21.71, -14.77], [14.68, -23.28, -16.25], [10.56, -22.71, -19.87], [14.51, -19.89, -15.39], [19.93, -22.96, -15.19], [19.23, -19.32, -22.15], [16.80, -19.33, -23.12], [16.29, -16.00, -16.63], [11.21, -22.15, -12.96], [19.65, -20.23, -18.56], [18.21, -22.58, -16.57], [17.96, -23.73, -14.77], [11.54, -17.58, -17.40], [15.87, -17.47, -18.07], [10.17, -18.69, -16.24], [13.00, -23.30, -13.30], [13.67, -17.35, -21.83], [19.34, -19.27, -20.71], [15.72, -20.08, -14.72], [15.78, -19.62, -22.13], [17.13, -21.40, -24.41], [13.17, -25.28, -16.05], [11.27, -21.63, -20.51], [11.33, -18.68, -16.79], [12.18, -22.38, -13.78], [14.30, -19.70, -22.45], [16.71, -19.92, -24.47], [16.06, -18.85, -13.89], [15.00, -24.41, -21.53], [18.78, -23.00, -15.51], [15.43, -16.80, -17.07], [14.50, -24.68, -16.40], [19.01, -20.46, -19.83], [20.77, -18.13, -14.96], [18.79, -19.49, -17.70], [11.61, -21.89, -21.95], [19.35, -19.43, -16.30], [16.08, -24.24, -20.47], [20.51, -19.41, -22.75], [18.86, -22.86, -23.57], [14.85, -25.07, -17.36], [14.23, -25.08, -21.16], [20.38, -19.08, -23.78], [12.51, -22.50, -21.88], [13.18, -26.35, -16.26], [19.84, -22.96, -23.09], [15.93, -20.55, -21.58], [18.76, -21.97, -17.16], [14.39, -18.94, -15.38], [16.20, -17.90, -14.40], [21.56, -17.39, -15.04], [20.27, -18.76, -20.46], [17.79, -19.90, -17.60], [15.63, -23.66, -19.67], [14.46, -23.47, -21.70], [18.31, -24.36, -14.07], [13.08, -16.49, -22.15], [12.16, -21.36, -19.94], [18.84, -23.76, -24.19], [20.55, -19.77, -18.58], [12.88, -23.92, -12.51], [11.24, -22.52, -12.02], [19.96, -17.83, -14.30], [19.30, -21.36, -20.37], [18.53, -18.55, -20.58], [17.70, -19.53, -22.70], [16.70, -17.05, -18.47], [12.51, -17.40, -17.62], [14.94, -25.01, -23.29], [13.71, -20.13, -21.64], [18.24, -23.11, -22.70], [18.66, -18.46, -18.03], [16.47, -21.84, -23.66], [10.63, -20.75, -20.57], [17.23, -22.78, -16.69], [12.92, -25.18, -15.00], [17.00, -18.99, -13.36], [18.57, -19.38, -15.54], [17.40, -19.33, -25.08], [9.74, -19.53, -15.88], [11.01, -23.55, -20.02], [21.26, -18.69, -22.44], [15.52, -18.32, -18.46], [16.94, -21.86, -25.38], [17.94, -20.62, -19.73], [10.82, -22.48, -22.42], [12.38, -24.83, -16.64], [16.44, -25.18, -20.06], [15.22, -25.31, -15.87], [15.16, -18.72, -13.29], [10.83, -16.88, -17.24], [16.51, -20.24, -15.46], [16.88, -15.60, -17.34], [15.90, -18.96, -21.26], [15.73, -19.79, -24.91], [11.79, -21.00, -22.55], [16.84, -23.54, -20.83], [21.21, -18.98, -14.44], [15.58, -20.96, -14.09], [14.14, -20.40, -23.26], [9.53, -17.96, -16.51], [16.99, -23.84, -15.06], [19.85, -20.38, -16.07], [13.15, -17.78, -20.97], [15.98, -15.47, -15.82], [21.00, -20.37, -22.64], [14.68, -17.03, -21.60], [10.55, -21.43, -13.20], [13.86, -23.30, -13.82]],
  "lowdin_charge": [0.776, 0.071, -0.182, -0.073, -0.178, -0.298, -0.207, -0.044, 0.022, 0.005, -0.380, -0.081, -0.181, 0.040, -0.233, -0.037, 0.189, 0.182, -0.046, 0.213, 0.156, 0.205, 0.195, 0.192, 0.192, -0.043, -0.181, -0.277, -0.239, -0.188, -0.107, -0.313, -0.706, -0.724, -0.229, -0.167, -0.051, -0.328, -0.819, -0.827, -0.438, -0.184, -0.109, -0.259, -0.091, -0.200, -0.073, -0.098, -0.110, 0.087, 0.107, 0.094, 0.050, 0.072, 0.077, 0.084, 0.088, 0.070, 0.063, 0.084, 0.123, 0.086, 0.053, 0.086, 0.111, 0.075, 0.071, 0.084, 0.122, 0.128, 0.121, 0.076, 0.118, 0.117, 0.040, 0.107, 0.104, 0.079, 0.083, 0.061, 0.108, 0.107, 0.110, 0.099, 0.046, 0.083, 0.100, 0.111, 0.133, 0.075, 0.079, -0.002, 0.116, 0.101, 0.081, 0.064, 0.082, 0.081, 0.088, 0.123, 0.094, 0.127, 0.085, 0.113, 0.069, 0.055, 0.086, 0.125, 0.112, 0.117, 0.070, 0.108, 0.071, 0.134, 0.090, 0.070, 0.126, 0.104],
  "lumo_energy_ev": [0.0, 0.0],
  "max_force_ev_per_a": 6.9,
  "homo_lumo_gap_ev": [7.48, 7.49],
  "energy_ha": -3885.6574,
  "spin_multiplicity": 2
}